1.
A gas-phase ion, C4H11N2O3P (charge -2) in a non-equilibrium geometry, computed with wB97M-V/def2-TZVPD.

```
21
Properties=species:S:1:pos:R:3:forces:R:3
P -0.359 2.298 1.059 0.3 0.9 0.3
O -1.799 2.259 1.503 -0.4 0.1 0.6
O -0.149 3.230 -0.119 0.4 -0.2 -0.5
O 0.712 2.451 2.153 -0.3 -0.5 -0.3
N 1.342 0.328 0.322 -2.9 -1.8 -2.2
N -0.095 0.568 0.444 -1.8 -1.9 4.4
C -2.246 -0.418 1.208 1.2 -1.5 -1.8
C 1.388 0.858 -1.024 4.3 -0.4 -1.4
C 1.165 -0.229 -2.058 -1.4 2.4 -2.1
C -0.753 -0.348 1.641 -0.9 2.0 -1.6
H -2.466 -0.580 0.061 0.7 0.0 2.2
H 2.422 1.227 -1.218 -0.2 0.2 0.2
H -0.430 -1.392 1.628 1.0 0.3 0.0
H 0.734 1.666 -1.166 -0.8 1.2 -0.2
H -2.613 0.490 1.484 -1.2 2.7 0.1
H 1.017 0.148 -3.191 0.5 -0.7 2.5
H -0.746 0.167 2.713 0.4 -1.1 -2.3
H -2.765 -1.094 1.840 -0.7 -1.5 0.4
H 1.835 -1.008 -2.000 2.0 -1.6 -0.1
H 1.705 0.906 1.001 1.6 2.2 1.6
H 0.263 -0.641 -1.735 -2.0 -0.9 0.1
```
Forces are in eV/Å.

## Properties
ΔE to the lowest compared entry with this formula, charge and spin   0.3 kJ/mol
SMILES   CCNN(CC)P(=O)([O-])[O-]
Frontier orbital gap   6.1062 eV
Charge   -2
HOMO energy   0.46 eV
F_max   5.094 eV/Å

2.
A molecular structure, C18H28ClILuN3OP2 in a non-equilibrium geometry, computed with wB97M-V/def2-TZVPD.

```
55
Properties=species:S:1:pos:R:3:forces:R:3
Lu 0.472 -0.840 -0.887 -2.1 -2.6 -1.8
I -0.362 -3.716 -1.349 1.3 0.8 0.9
Cl 0.291 -1.975 -4.295 0.0 -0.8 0.3
P -2.455 -0.907 -1.751 -0.7 -0.2 -0.1
P 3.078 -0.863 -1.794 2.2 -0.4 -0.7
O -0.073 0.105 -2.748 1.1 -1.2 -4.9
N 0.236 0.247 0.916 0.0 0.7 1.0
N 0.260 1.172 2.908 0.4 -0.7 -1.9
N -2.522 2.434 8.973 1.5 -0.4 -3.3
C 0.004 -0.362 -3.967 -0.5 1.7 3.2
C -3.093 -0.328 -3.390 0.8 0.2 0.4
C -1.442 2.153 6.589 0.4 -0.5 -0.1
C 4.239 0.249 -0.887 -0.3 0.1 0.3
C -3.461 0.146 -0.677 -0.2 0.2 0.3
C -0.430 1.050 1.759 1.3 -0.8 -0.3
C 3.801 -2.552 -1.614 -0.4 0.0 0.2
C 3.525 -0.465 -3.545 -0.6 0.3 0.1
C -2.245 2.125 5.439 0.1 0.5 -0.2
C -1.661 1.932 4.183 0.0 -0.4 0.5
C -0.030 0.427 -5.193 0.2 1.9 -0.4
C 1.444 0.435 2.770 -0.6 0.1 0.5
C 0.539 1.804 5.211 -0.3 -0.3 1.0
C -2.043 2.305 7.903 -1.2 0.4 2.7
C -0.045 1.954 6.481 -0.5 0.6 -0.4
C -0.283 1.707 4.090 -0.3 0.4 1.6
C 1.428 -0.167 1.556 -0.8 0.9 0.4
C -3.394 -2.464 -1.696 0.2 -0.2 0.3
H -1.379 1.518 1.546 0.2 -0.1 0.0
H -3.180 1.200 -0.821 -0.2 -0.3 0.1
H 3.221 -3.259 -2.226 0.1 0.2 0.2
H -3.329 2.280 5.517 0.6 -0.1 0.0
H 1.623 1.686 5.156 -0.4 0.0 -0.1
H 4.165 0.064 0.196 0.1 0.1 -0.3
H 4.858 -2.595 -1.911 -0.3 0.2 0.0
H -4.451 -2.260 -1.908 0.2 -0.1 0.1
H 2.123 0.362 3.593 0.2 -0.1 0.0
H 0.551 1.965 7.400 -0.1 0.0 -0.5
H 3.925 1.290 -1.073 0.2 -0.3 0.1
H 3.201 0.557 -3.762 0.1 0.0 0.0
H -0.062 1.524 -4.991 0.0 -0.9 -0.1
H -2.970 -3.166 -2.430 -0.3 0.2 0.3
H -3.280 -0.146 0.370 -0.3 0.1 -0.3
H 3.019 -1.129 -4.249 0.1 -0.1 0.1
H -2.834 0.720 -3.537 -0.1 0.0 -0.1
H -0.772 0.184 -5.976 0.1 -0.3 0.7
H 2.167 -0.861 1.128 -0.4 0.4 0.2
H -2.302 1.848 3.309 0.1 0.1 0.3
H -4.176 -0.442 -3.372 0.1 0.0 -0.1
H -3.269 -2.888 -0.691 -0.2 -0.1 -0.3
H 5.293 0.132 -1.188 -0.5 -0.1 0.0
H -4.514 -0.016 -0.948 0.2 0.3 0.3
H 4.604 -0.523 -3.725 -0.2 -0.1 0.3
H 0.940 0.152 -5.627 -0.1 0.4 -0.3
H -2.665 -0.926 -4.197 -0.2 0.0 0.0
H 3.713 -2.877 -0.568 0.1 0.0 -0.3
```
Forces are in eV/Å.

## Properties
ΔE to the lowest compared entry with this formula, charge and spin   0.0 kJ/mol
Frontier orbital gap   6.9413 eV
Charge   +2
HOMO energy   -13.84 eV
F_max   5.202 eV/Å

3.
A gas-phase ion, C4H6BBrF4O5P (charge -1) in a non-equilibrium geometry, computed with wB97M-V/def2-TZVPD.

```
22
Properties=species:S:1:pos:R:3:forces:R:3
Br -0.506 -2.996 0.772 -0.4 1.0 0.5
P -1.764 0.336 0.398 -4.0 4.3 -1.9
F 0.285 2.065 -1.706 2.1 -2.3 3.6
F 2.518 2.277 1.137 -4.2 -0.1 -0.8
F 2.295 0.982 -1.017 -4.3 0.6 1.1
F 0.543 3.575 0.648 1.5 -4.4 0.7
O 1.576 -1.889 -0.597 -2.5 1.7 3.9
O -1.696 0.392 2.172 1.9 -1.2 -2.7
O -2.288 1.737 -0.196 2.3 -5.2 2.8
O -2.989 -0.848 0.013 1.4 1.8 2.6
O -0.246 -0.794 -1.678 -0.9 2.7 3.4
C 0.907 1.280 -0.594 0.6 0.9 -1.6
C -0.027 -0.085 -0.374 -0.2 -3.4 -1.9
C 1.046 2.173 0.814 1.6 1.6 -0.5
C 0.638 -1.348 0.442 3.1 -0.6 -1.7
B 0.722 -1.910 -1.834 2.2 1.1 -0.9
H 0.567 1.612 1.723 0.7 1.6 -1.8
H 1.508 -1.536 -2.655 0.5 0.1 -0.8
H 1.063 -1.168 1.524 -0.3 -0.1 -2.4
H -3.661 -0.837 0.782 1.7 0.0 -1.6
H 0.346 -2.953 -2.233 -1.0 -0.8 0.4
H -0.837 -0.067 2.459 -1.9 0.6 -0.5
```
Forces are in eV/Å.

## Properties
Frontier orbital gap   7.1739 eV
Charge   -1
HOMO energy   -4.70 eV
F_max   6.331 eV/Å

4.
A molecular structure, C28H42N4O4RuSSb2 in a non-equilibrium geometry, computed with wB97M-V/def2-TZVPD.

```
82
Properties=species:S:1:pos:R:3:forces:R:3
Sb -2.665 -0.915 -0.156 -0.4 -0.5 -0.2
Sb -0.511 1.952 -0.366 -0.8 -0.2 0.1
Ru -0.083 -0.730 0.053 0.8 0.9 0.4
S 2.692 0.364 0.020 0.2 -0.2 -0.6
O -0.506 -1.150 1.961 -0.1 -0.2 0.0
O 3.918 -0.349 0.240 -0.1 -0.1 0.1
O 2.002 0.098 -1.275 0.1 0.3 0.1
O 0.700 -2.580 3.206 -0.2 0.1 0.2
N 0.160 -2.786 -0.167 -0.1 0.1 0.1
N 1.565 0.091 1.085 -0.1 -0.4 -0.1
N 2.093 -2.655 -1.434 0.0 0.0 0.1
N 1.426 -4.726 -0.676 0.0 0.0 0.0
C 3.288 -4.585 -2.269 0.0 0.0 0.0
C 0.615 -1.585 2.536 0.3 0.2 0.0
C -0.250 3.107 1.391 0.1 0.0 0.1
C 2.710 -5.309 -1.072 0.0 0.0 0.0
C -0.893 -5.018 -0.026 0.0 0.0 0.0
C 3.341 4.185 1.101 0.0 0.0 0.0
C -2.400 2.916 -0.831 0.0 0.0 -0.1
C 1.822 -0.678 2.303 0.0 0.2 0.0
C -0.716 -3.666 0.628 0.1 0.0 0.0
C -5.698 2.532 1.884 0.0 0.0 0.0
C 3.012 2.838 1.145 0.1 0.0 0.1
C 0.468 -5.661 -0.094 0.0 0.0 0.0
C -4.359 1.625 0.080 -0.1 0.0 0.0
C 4.094 6.243 -0.144 0.0 0.0 0.0
C 3.729 4.787 -0.091 0.0 0.0 0.0
C 3.385 -3.117 -1.922 0.0 0.0 0.0
C 3.795 4.002 -1.245 0.0 0.0 0.0
C -3.522 -1.300 1.743 0.0 0.0 0.0
C 1.218 -3.393 -0.740 0.0 0.0 0.0
C -4.097 0.509 -0.878 0.0 0.0 -0.1
C -3.547 2.762 0.113 0.1 0.0 0.1
C -4.891 3.658 1.921 0.0 0.0 0.0
C 0.239 2.560 -2.262 0.2 0.0 0.1
C -5.432 1.531 0.964 0.0 0.0 0.0
C -3.414 -2.531 -1.325 0.0 0.0 0.0
C 3.063 2.086 -0.015 -0.1 0.0 0.0
C -3.831 3.768 1.035 0.0 0.0 0.0
C 3.473 2.659 -1.216 0.0 0.0 0.0
H -3.985 -0.386 2.111 0.0 0.0 0.0
H 5.158 6.363 -0.355 0.0 0.0 0.0
H 1.975 -1.650 -1.403 0.0 0.0 0.0
H -5.092 4.453 2.626 0.0 0.0 0.0
H 1.188 2.082 -2.469 0.0 0.0 0.0
H -3.242 -2.320 -2.380 0.0 0.0 0.0
H 3.881 6.741 0.800 0.0 0.0 0.0
H -0.300 -3.799 1.628 0.0 0.0 0.0
H -4.994 -0.099 -0.998 0.0 0.0 0.0
H -4.485 -2.624 -1.147 0.0 0.0 0.0
H -3.215 4.660 1.047 0.0 0.0 0.0
H 4.268 -4.987 -2.517 0.0 0.0 0.0
H 3.303 4.773 2.010 0.0 0.0 0.0
H -2.673 2.630 -1.848 0.1 0.0 0.0
H -2.084 3.961 -0.864 0.0 0.0 -0.1
H 0.803 -5.965 0.902 0.0 0.0 0.0
H 2.727 2.376 2.082 0.0 0.0 0.0
H 0.456 -6.550 -0.727 0.0 0.0 0.0
H -4.279 -2.075 1.636 0.0 0.0 0.0
H 0.310 3.638 -2.386 0.0 0.0 0.1
H -1.672 -3.175 0.775 0.0 0.0 0.0
H 2.727 -1.280 2.234 0.0 0.0 0.0
H 3.546 6.756 -0.935 0.0 0.0 0.0
H -3.794 0.842 -1.870 0.0 0.0 0.0
H 3.405 -5.275 -0.226 0.0 0.0 0.0
H 1.910 -0.026 3.177 0.0 0.0 0.0
H 3.537 2.057 -2.112 0.0 0.0 0.0
H 3.646 -2.516 -2.792 0.0 0.0 0.0
H -1.567 -5.639 0.564 0.0 0.0 0.0
H 4.152 -2.948 -1.161 0.0 0.0 0.0
H -2.739 -1.618 2.423 0.0 0.0 0.0
H -6.075 0.659 0.921 0.0 0.0 0.0
H -0.534 2.174 -2.928 0.1 0.0 -0.1
H -1.240 3.028 1.847 0.0 0.1 0.1
H 0.479 2.618 2.028 0.0 0.0 0.0
H -6.538 2.437 2.559 0.0 0.0 0.0
H -1.310 -4.919 -1.032 0.0 0.0 0.0
H 4.113 4.453 -2.177 0.0 0.0 0.0
H 2.528 -6.358 -1.302 0.0 0.0 0.0
H -2.923 -3.463 -1.067 0.0 0.0 0.0
H 2.633 -4.724 -3.132 0.0 0.0 0.0
H 0.003 4.155 1.252 0.0 0.0 -0.2
```
Forces are in eV/Å.

## Properties
Multiplicity   2
ΔE to the lowest compared entry with this formula, charge and spin   127.9 kJ/mol
Frontier orbital gap (spin up / spin down)   7.7259 / 7.4851 eV
Charge   +1
HOMO energy (spin up / spin down)   -10.86 / -11.03 eV
F_max   1.220 eV/Å

5.
A molecular structure, C28H25IrNO7P in a non-equilibrium geometry, computed with wB97M-V/def2-TZVPD.

```
63
Properties=species:S:1:pos:R:3:forces:R:3
Ir -0.115 0.829 -1.463 -1.0 7.0 -0.8
P 1.085 0.128 1.468 0.0 -0.4 0.0
O -3.484 -0.981 -0.381 0.3 0.2 -0.1
O 2.104 -0.160 -4.665 -0.1 0.2 0.3
O 1.504 0.953 -2.793 -0.7 -1.3 -0.1
O -1.769 0.471 -0.253 0.6 -1.5 -0.2
O 1.176 1.037 0.275 0.4 -0.8 -0.1
O 0.483 2.880 -1.661 -0.4 -0.5 1.6
O -1.915 1.597 -2.299 1.7 -0.1 -0.6
N -0.711 -0.602 -2.547 1.0 -0.7 1.3
C 2.833 -1.694 2.723 0.0 0.0 0.0
C -0.161 -2.010 0.189 0.4 -0.2 0.6
C -2.311 -2.184 -2.930 -0.2 0.1 0.1
C 5.011 -0.826 1.227 0.0 0.0 0.0
C -2.593 3.903 -2.294 -0.1 -0.1 0.1
C -0.355 -1.892 -4.394 0.1 0.2 -0.2
C 4.078 -2.270 2.913 0.0 0.0 0.0
C 1.418 1.322 3.985 0.0 0.0 0.0
C -1.853 -1.144 -2.133 -0.1 0.1 -0.4
C -0.308 2.652 4.998 0.0 0.0 0.0
C -1.558 -3.611 1.315 0.0 0.0 -0.1
C 5.167 -1.836 2.164 0.0 0.0 0.0
C -0.645 -1.757 2.536 -0.1 -0.1 0.0
C -1.424 -2.910 2.500 0.1 0.1 0.0
C -0.687 1.660 2.840 0.0 0.0 0.0
C 0.590 1.096 2.892 0.0 -0.1 0.1
C 0.965 2.102 5.042 0.0 0.0 0.0
C 3.765 -0.240 1.038 0.0 0.0 0.0
C 2.674 -0.673 1.787 0.2 0.3 0.0
C -1.547 -2.535 -4.042 -0.1 -0.2 -0.1
C -0.017 -1.306 1.382 -0.1 0.2 0.2
C -1.772 2.808 -2.967 -0.3 0.4 -0.8
C 0.092 -0.851 -3.598 -0.8 -0.4 0.3
C -0.922 -3.161 0.163 0.0 -0.2 -0.1
C -2.167 2.670 -4.442 -0.1 -0.1 0.0
C -2.442 -0.497 -0.794 -0.6 -0.7 -0.6
C -1.131 2.435 3.899 0.0 0.0 0.0
C 1.369 0.068 -3.711 -0.4 -1.0 -0.7
H -2.119 2.875 3.861 0.0 0.0 0.0
H 2.417 0.905 4.010 0.0 0.0 0.0
H -2.445 4.864 -2.796 0.0 0.0 0.0
H 4.200 -3.064 3.639 0.0 0.0 0.0
H -1.557 1.903 -4.926 0.0 0.0 0.0
H 6.137 -2.294 2.308 0.0 0.0 0.0
H 1.984 -2.042 3.300 0.0 0.0 0.0
H 1.608 2.284 5.893 0.0 0.0 0.0
H -1.894 -3.348 -4.669 0.0 0.0 0.0
H -0.660 3.262 5.821 0.0 0.0 0.0
H -1.034 -3.707 -0.767 0.0 0.0 0.1
H -1.315 1.494 1.968 0.0 0.0 0.0
H 3.624 0.544 0.304 0.0 0.0 0.0
H -2.165 -4.507 1.280 0.0 0.0 0.0
H -2.017 3.610 -4.982 0.0 0.0 0.0
H 5.855 -0.494 0.637 0.0 0.0 0.0
H -3.661 3.660 -2.321 0.0 0.0 0.0
H -3.225 -2.710 -2.691 0.0 0.0 0.0
H -0.539 -1.213 3.467 0.0 0.0 0.0
H -2.279 4.009 -1.255 0.0 0.0 0.0
H -1.923 -3.251 3.398 0.0 0.0 0.0
H -0.738 3.174 -2.965 0.2 -0.1 0.2
H -3.221 2.386 -4.535 0.0 0.0 0.0
H 0.206 -2.195 -5.267 0.0 0.0 0.0
H 0.336 -1.614 -0.680 0.1 -0.2 -0.2
```
Forces are in eV/Å.

## Properties
Multiplicity   2
ΔE to the lowest compared entry with this formula, charge and spin   357.3 kJ/mol
Frontier orbital gap (spin up / spin down)   6.4159 / 6.2567 eV
Charge   -1
HOMO energy (spin up / spin down)   -4.08 / -3.92 eV
F_max   7.078 eV/Å